This record from the OMol25 dataset describes C4H11NO in the gas phase at a distorted geometry. The level of theory is ωB97M-V/def2-TZVPD.

Atoms and positions in Å:
C 1.7603 -1.7402 1.2102
C 0.3396 -1.4844 0.8204
O 0.3472 -0.2479 0.1174
C -0.6737 0.7531 0.4380
N -1.4405 1.0523 -0.7898
C -0.5611 1.7676 -1.8487
H 2.4301 -1.4495 0.3882
H 2.0921 -2.6049 1.7525
H 1.9797 -1.0028 2.0447
H -0.1288 -2.2252 0.1340
H -0.4724 -1.5058 1.5969
H -0.0617 1.3540 1.1171
H -1.5087 0.2801 1.0411
H -1.2632 0.1551 -1.2283
H 0.2193 2.3526 -1.3734
H -1.1183 2.5365 -2.4023
H -0.3523 1.0466 -2.6779

## Properties
SMILES string: CCOCNC
HOMO energy in Ha: -0.33988
Largest force on an atom in eV Å⁻¹: 3.33

Results of the natural (NBO) charge analysis, in e, for atoms 1 through 6: C -0.64; C -0.07; O -0.59; C 0.06; N -0.62; C -0.45